Record 1
Below is one molecule with the formula CHF3, with properties calculated with wB97M-V/def2-TZVPD.

Each line ends with the Löwdin charge.
Element x y z (Å)
F1 -1.20451 0.27827 -0.23951  0.16
C1 0.04395 0.01704 -0.07368  -0.48
F2 0.22224 -1.23139 -0.31187  0.17
F3 0.42903 0.22603 1.32813  0.00
H1 0.50929 0.71004 -0.70307  0.15

Atomic forces in eV per Å
-2.7 0.5 0.6
0.7 0.8 3.4
0.9 -1.8 -0.4
-0.9 -0.2 -2.9
2.0 0.7 -0.6

Values from the calculation:
**SMILES string**: FC(F)F
**Charge**: 0
**LUMO**: 1.06 eV
**Relative energy (zero: lowest compared OMol25 entry of this formula, charge and spin)**: 0.480 eV
**HOMO energy**: -13.93 eV

=====

Record 2
Below is a 12-piece molecular cluster, C6H32O12 overall, with properties calculated with wB97M-V/def2-TZVPD.

Each line ends with the Löwdin charge.
Element x y z (Å)
H1 2.75434 -2.52159 -3.02948  0.02
O1 -0.60707 -3.38545 -3.70331  -0.09
H2 1.13984 -2.67086 -0.82724  0.09
H3 -4.94056 0.64650 -0.21263  0.05
H4 2.24925 -3.79345 -2.51702  0.05
O2 1.79082 -0.84148 3.49261  -0.04
O3 -2.11560 1.45202 -1.70476  -0.06
C1 1.95462 0.25847 -0.11113  0.02
H5 -1.19067 -0.74648 -0.69204  0.11
H6 -1.78182 3.83835 -0.41102  0.02
H7 1.12584 3.16934 -0.73573  0.03
H8 -0.58305 2.38863 2.51602  0.03
H9 0.49816 3.68788 0.59917  0.01
C2 0.29607 -2.37942 -0.19881  -0.13
H10 -2.93953 1.88276 -1.44502  0.02
H11 -0.82538 -2.45926 -3.56049  0.02
O4 -0.87320 1.14712 3.54428  -0.08
O5 2.06529 -3.17784 -3.24212  -0.07
H12 3.27423 -1.62084 -0.66219  0.03
C3 0.54210 0.66303 -2.14469  -0.05
O6 -2.53969 -0.44387 2.26727  -0.04
H13 2.70685 0.89009 -0.54473  0.07
O7 0.54224 3.85863 -0.36638  -0.08
C4 0.73946 -2.64896 1.21790  -0.26
H14 -3.28288 0.16452 2.12084  0.05
H15 -2.16486 -0.64736 1.40262  0.03
C5 0.82843 0.06774 -0.79277  -0.31
C6 -0.20347 -0.94015 -0.23120  -0.15
H16 -0.18707 0.56108 3.88316  0.04
H17 -0.38863 -0.60736 0.81289  0.10
H18 1.88529 -1.42743 2.72826  -0.02
H19 4.56558 -1.47784 -1.42620  0.06
H20 -0.07591 -2.68933 1.96487  0.14
O8 -2.29225 3.41156 0.28061  -0.07
H21 -1.42626 2.06398 -1.42675  0.01
H22 2.04742 0.01116 0.91569  0.05
O9 -4.19303 0.79286 0.36162  -0.04
H23 1.48368 0.55124 -2.64756  0.08
H24 -0.24818 3.81973 2.95071  0.07
O10 1.87769 -2.86979 1.56398  0.04
H25 -1.81380 3.60637 1.10740  0.01
H26 -3.87140 1.65538 0.06112  0.01
O11 -0.42168 3.31171 2.15389  -0.09
H27 2.56697 -0.55920 3.95206  0.03
H28 -0.51303 -3.15023 -0.44398  0.15
H29 -1.47354 0.51089 3.04168  0.02
H30 0.32350 1.73334 -2.17574  0.07
O12 3.62230 -1.60336 -1.56873  -0.05
H31 0.28586 -3.63254 -3.37699  0.00
H32 -0.21328 0.14974 -2.73991  0.08

Atoms 1-6, force components in eV/Å:
-0.4 0.2 -0.2
-0.3 -0.9 0.1
-0.1 0.7 -0.3
-0.5 -0.4 -0.1
-0.1 -0.2 -0.3
-1.9 0.4 -0.1

Values from the calculation:
**SMILES string**: C=C(C)CCC=O.O.O.O.O.O.O.O.O.O.O.O
**Charge**: 0
**LUMO**: 0.23 eV
**Relative energy (zero: lowest compared OMol25 entry of this formula, charge and spin)**: 2.409 eV
**HOMO energy**: -9.79 eV

=====

Record 3
Below is a 13-piece molecular cluster, C44H123N9O17 overall, with properties calculated with wB97M-V/def2-TZVPD.

Each line ends with the Löwdin charge.
Element x y z (Å)
C1 -10.20590 -0.41358 21.16860  -0.24
H1 -7.25718 5.64119 23.38317  0.07
C2 -5.69090 -2.43587 13.78480  -0.11
C3 -2.47214 -1.05123 20.31083  -0.13
C4 -14.36245 -2.10970 14.59688  -0.04
H2 -7.62325 -0.96410 19.93187  0.04
H3 -9.44237 3.29244 20.80660  0.08
O1 -6.75512 -3.67054 21.83570  -0.08
H4 -7.65966 2.86356 14.99882  0.10
H5 -2.80079 2.29396 14.07081  0.13
C5 -9.96309 -4.44104 10.03254  -0.45
H6 -8.86539 -0.11741 17.44689  0.12
H7 -15.23583 -1.92270 15.22963  0.08
H8 -10.44313 -5.54887 20.05256  0.12
H9 -6.65008 -2.33468 13.27182  0.08
C6 -9.29299 4.80226 15.81979  -0.20
H10 -5.35028 4.43903 17.04511  0.08
C7 -8.09883 -0.80828 17.06388  -0.20
H11 -6.60332 4.36555 22.64521  0.03
H12 -9.61541 -2.19990 15.70822  0.09
O2 -3.00458 4.92137 17.66741  -0.21
H13 -3.78789 1.82202 19.83745  0.07
H14 -10.10141 6.61270 17.68308  0.07
H15 -5.79167 -7.85099 12.92199  0.07
H16 -9.49852 -3.25163 8.43165  0.07
H17 -4.38499 2.62954 24.26764  0.13
H18 -10.61218 2.95429 17.78367  0.06
H19 -10.86466 -2.59641 10.91182  0.12
H20 -3.82507 -4.90446 17.11312  0.07
C8 -11.55926 4.31538 22.87910  -0.12
H21 -11.86833 -3.48607 13.06268  0.07
H22 -2.26456 3.51870 19.10022  0.13
H23 -1.08779 0.85805 11.67300  0.09
H24 -12.42069 3.65015 22.80292  0.09
O3 -9.55579 3.59986 15.16293  -0.19
H25 -10.04013 5.55984 15.56002  0.13
O4 -8.13931 -1.49146 20.58349  -0.13
H26 -9.38088 -1.37817 14.11947  0.09
H27 -3.46524 4.58180 19.71479  0.13
H28 -1.50583 6.00778 16.72521  0.09
O5 -4.73829 3.25789 22.33004  -0.10
C9 -9.33941 4.72871 17.34309  -0.43
H29 -7.43443 -3.18425 21.34644  0.04
H30 -5.93766 -2.54512 14.85114  0.07
H31 -12.89661 2.28213 15.99304  0.09
H32 -8.53107 4.13747 17.78138  0.10
O6 -0.89332 2.10479 13.34935  -0.18
H33 -5.58561 -3.05458 20.30456  0.10
H34 -10.69715 -4.54023 13.92666  0.09
H35 -2.35959 -1.66171 21.22222  0.09
H36 -0.58171 0.85287 15.46927  0.13
H37 -8.59962 3.15691 23.55778  0.12
H38 -11.07103 -3.55818 8.62772  0.07
C10 -11.06828 -4.22858 12.95288  -0.10
H39 -4.54526 4.14431 22.65062  0.10
H40 -4.68612 -0.64340 17.87871  0.06
N1 -1.34507 2.72385 16.25171  0.08
H41 -4.88541 2.83209 20.38563  0.05
C11 -3.35099 -4.43032 17.98027  -0.05
H42 -12.70001 -3.91299 19.53510  0.07
H43 -11.68916 -2.79357 17.74332  0.03
H44 -10.71103 -1.87425 20.07286  0.03
H45 -13.45651 -3.60111 16.32577  0.10
H46 -11.74351 4.88829 23.79850  0.09
O7 -12.33985 -4.75807 19.82832  -0.06
H47 -1.53102 -0.49637 20.18827  0.09
H48 -1.11306 5.38673 18.25288  0.09
C12 -4.89621 0.98933 22.97835  -0.26
H49 -5.22609 -2.28560 21.87150  0.11
H50 -6.04763 2.57306 23.86928  0.11
H51 -1.44699 -3.38351 19.56069  0.13
H52 -10.22388 -0.58484 15.40851  0.07
H53 -6.02542 0.92457 19.12371  0.04
C13 -2.46790 0.51200 16.32028  -0.06
O8 -10.91916 -2.65754 18.34774  -0.12
H54 -10.78428 -5.12734 10.25960  0.13
N2 -4.65579 2.28313 19.55852  0.05
C14 -5.85142 -4.57073 12.92279  -0.20
N3 -13.14852 -2.69185 16.67059  0.04
H55 -6.27467 3.10491 17.63595  0.05
H56 -5.06816 -4.92988 23.31155  0.08
H57 -4.96296 -5.25736 21.14298  0.12
H58 -8.36886 5.26230 15.44622  0.13
C15 -10.92539 -4.58182 19.88284  -0.24
H59 -6.02712 4.52615 18.68723  0.08
C16 -4.29313 3.13732 18.42207  -0.41
O9 -4.22439 -4.69807 22.91069  -0.06
C17 -6.80593 -0.17583 17.54363  -0.39
H60 -5.73060 -1.98211 18.24410  0.07
N4 -6.89164 0.40710 18.90412  0.04
C18 -1.08468 1.91062 11.96714  -0.12
H61 -3.26430 -0.33883 20.55376  0.06
H62 -8.53805 -5.52871 11.17340  0.06
H63 -11.49289 4.99608 22.02634  0.08
H64 -4.72091 -6.24330 13.84803  0.13
H65 -6.51223 0.65869 16.89369  0.13
H66 -2.25017 6.78202 18.20489  0.09
H67 -13.96032 0.04186 16.34389  0.14
O10 -10.46037 3.45144 23.02415  -0.21
H68 -10.52460 -4.61433 17.76705  0.12
H69 -8.71433 -1.30576 22.53155  0.13
C19 -1.94268 5.85996 17.71203  -0.09
H70 -4.20680 -3.92386 18.43245  0.06
H71 -10.85739 4.31969 18.87835  0.06
H72 -2.27916 -0.55206 16.18183  0.06
C20 -8.64404 -5.18598 10.14159  -0.06
C21 -1.49301 1.44918 15.57550  -0.41
C22 -5.08862 -5.92650 12.86682  -0.42
O11 -2.80366 -1.83601 19.21449  -0.22
H73 -8.62915 2.21924 16.41035  0.08
C23 -5.61216 -1.13327 17.56837  -0.04
C24 -13.14740 -1.80255 15.50148  -0.42
H74 -11.68419 2.25748 14.66585  0.09
C25 -2.25286 -3.44334 17.56800  -0.41
H75 -0.29263 2.41795 11.41865  0.09
H76 -11.50506 4.35190 17.27032  0.08
C26 -9.18682 4.05118 23.31054  -0.19
N5 -9.28384 6.07054 17.94035  0.04
C27 -8.65106 2.55430 15.36718  -0.10
H77 -2.02351 2.37249 11.64063  0.09
N6 -10.15334 -4.00302 8.64015  0.04
H78 -6.69375 -4.65856 13.61683  0.12
C28 -10.38477 -3.94353 18.62132  -0.24
C29 -9.38343 -1.25916 15.20187  -0.09
H79 -2.47381 -2.67974 16.81554  0.12
H80 -8.32560 4.41287 19.99149  0.05
H81 -14.35658 -3.11274 14.18357  0.07
H82 -5.37633 0.86717 21.99902  0.11
H83 -6.93318 -6.77996 12.84625  0.06
H84 -5.39147 -1.48335 16.55613  0.06
C30 -8.48588 3.80114 20.87876  -0.03
H85 -3.48497 0.77897 16.01466  0.07
H86 -5.12120 -1.50644 13.80300  0.09
H87 -1.60650 -4.93486 16.37488  0.07
H88 -7.64198 3.12172 21.01978  0.08
H89 -11.33016 1.65128 16.28534  0.06
H90 -12.35413 -0.34334 16.88571  0.13
H91 -9.29804 -3.88437 18.75486  0.11
H92 -1.21188 3.35034 15.45669  0.07
H93 -8.28674 0.23260 21.66169  0.11
H94 -12.22418 -1.97304 14.93437  0.12
H95 -3.42970 -6.70025 11.63981  0.07
H96 -8.90207 1.71605 14.71501  0.09
H97 -3.23238 -4.95793 12.15751  0.07
H98 -9.19670 -2.57391 10.81783  0.13
C31 -5.47682 -3.22788 21.37963  -0.23
C32 -10.01074 -3.28198 11.01753  -0.21
C33 -4.48362 -4.35961 21.55246  -0.24
O12 -9.89724 -3.67628 12.37935  -0.21
O13 -8.14690 -0.72820 15.65442  -0.18
C34 -12.09825 1.70793 15.50540  -0.12
C35 -10.62552 4.04666 17.85010  -0.06
H99 -3.57529 -4.22398 20.97132  0.10
O14 -5.40545 0.08670 23.93132  -0.04
H100 -7.56149 1.17869 18.85207  0.07
H101 -10.68511 -4.05862 20.81301  0.11
H102 -0.46118 -3.84373 16.57254  0.07
O15 -4.95663 -3.55284 13.33556  -0.19
H103 -4.33684 -5.50579 10.91727  0.08
C36 -1.73380 -2.66668 18.78306  -0.19
C37 -8.78086 -0.74631 21.60133  -0.22
H104 -2.38112 0.65403 13.70593  0.12
C38 -5.05469 2.41818 23.42454  -0.24
H105 -14.40230 -1.30884 13.85505  0.08
N7 -6.01902 -6.98339 12.44693  0.03
H106 -3.82531 0.80668 22.82724  0.12
H107 -2.44131 0.64156 17.40624  0.07
H108 -8.64069 -6.04547 9.47659  0.08
C39 -8.55299 4.70129 22.10327  -0.44
H109 -10.62196 0.20817 21.96600  0.11
C40 -5.55975 3.87019 17.95108  -0.04
H110 -4.05662 2.48159 17.58050  0.11
H111 -11.52622 -5.04028 12.38180  0.08
H112 -7.79587 -4.52087 9.96696  0.08
C41 -3.91919 -5.75892 11.90113  -0.07
H113 -5.14251 -0.81644 23.74034  0.08
H114 -13.96512 -2.42108 17.22495  0.10
H115 -0.91489 -1.98627 18.52325  0.13
N8 -1.18443 -4.34456 17.08526  0.02
O16 -12.51850 0.47072 14.99664  -0.18
C42 -3.15888 4.07463 18.78678  -0.21
N9 -7.21784 5.16537 22.48662  0.05
H116 -2.92211 -5.24542 18.55683  0.09
H117 -8.23638 -1.80178 17.49598  0.13
H118 -9.17158 5.57542 21.86059  0.13
O17 -10.98796 -1.58103 20.95876  -0.08
H119 -9.27932 6.02084 18.94845  0.05
C43 -1.95906 1.58228 14.10855  -0.23
H120 -6.15334 -4.26212 11.91679  0.12
H121 -2.17666 3.11910 16.67701  0.04
C44 -13.00378 -0.39268 16.00286  -0.22
H122 -9.29535 4.61014 24.24523  0.13
H123 -10.26151 0.15029 20.22995  0.11

Atoms 1-6, force components in eV/Å:
-0.2 -0.5 0.6
-0.1 0.2 -0.1
-0.3 0.1 1.3
0.3 0.1 1.2
0.4 1.9 0.9
-0.2 0.7 0.5

Values from the calculation:
**Charge**: 0
**LUMO**: 0.34 eV
**Relative energy (zero: lowest compared OMol25 entry of this formula, charge and spin)**: 0.680 eV
**HOMO energy**: -9.19 eV

=====

Record 4
Below is C9H8N2NiO4 as an isolated structure, with properties calculated with wB97M-V/def2-TZVPD.

Each line ends with the Löwdin charge.
Element x y z (Å)
C1 0.76867 -1.21531 1.67134  0.21
H1 0.21711 2.23954 1.40182  0.07
C2 -1.28807 2.82478 -2.19117  -0.08
C3 0.43841 0.09310 1.21610  -0.23
H2 1.15672 -1.47319 2.62734  0.16
O1 -2.93126 1.65067 0.68985  0.23
H3 -0.31166 -1.67629 -1.27079  0.16
N1 -0.00818 -1.29418 -0.37385  0.12
H4 1.62349 -3.83168 0.61108  0.13
H5 -0.00840 1.28564 2.89609  0.12
C4 -2.08499 1.67904 -0.10343  -0.04
N2 -0.04152 0.03735 -0.04467  0.05
C5 0.56926 1.36386 1.96286  0.01
C6 0.45624 -2.07385 0.59608  -0.16
H6 0.23385 -3.87301 -0.49415  0.11
H7 1.62803 1.52651 2.21532  0.12
C7 -0.57386 -0.00354 -2.95718  0.08
C8 0.58305 -3.54035 0.48034  0.06
C9 0.78536 2.60746 -1.13165  -0.06
H8 -0.00512 -4.02298 1.25861  0.13
Ni1 -0.64812 1.55594 -1.12996  0.11
O2 -1.68887 3.55925 -3.01188  0.24
O3 -0.61239 -0.66699 -3.87239  0.20
O4 1.74224 3.24826 -1.04572  0.24

Atoms 1-6, force components in eV/Å:
-0.2 1.9 0.1
0.1 -0.4 0.2
-3.9 5.2 -7.5
-0.3 0.2 -0.6
0.3 -0.2 0.5
3.1 0.3 -3.2

Values from the calculation:
**Multiplicity**: 3
**Charge**: +2
**LUMO (spin up / spin down)**: -7.62 / -12.09 eV
**⟨S²⟩**: 2.0377
**HOMO energy (spin up / spin down)**: -16.80 / -17.96 eV

=====

The records above yield maximum force values of 3.56 1.99 2.46 9.93 eV Å⁻¹, respectively.